No. 1
This record from the OMol25 dataset describes a cluster of 2 separate species, C5H8N in total. The level of theory is the ωB97M-V functional and the def2-TZVPD basis.

For the HOMO energy (spin up / spin down), the calculation gives -14.63 / -14.63 eV. The calculation puts the orbital gap (spin up / spin down) at 9.3 / 9.3 eV. As for the net charge: +1. Its largest force on an atom is 0.092 Eh/bohr. The value obtained for the LUMO energy (spin up / spin down) is -5.288 / -5.287 eV.

CARTESIAN COORDINATES (ANGSTROEM)
C: 1.8286 0.1456 0.8263
C: 0.9319 1.0619 0.5950
C: 0.3696 0.7735 -0.6823
C: -0.9771 1.1051 -1.1457
C: -0.5872 -1.7384 1.0078
N: 0.8149 -0.5457 -0.0468
H: 2.7103 -0.1908 1.4394
H: 1.0905 1.1160 -1.4215
H: -1.7571 0.8256 -0.4864
H: -1.3918 0.6289 -2.0656
H: -0.9537 2.2498 -1.1671
H: -0.1406 -2.7187 1.0768
H: -0.5497 -1.1119 1.7980
H: -1.3886 -1.6009 0.2722

Force components x, y, z for each atom (eV/Å):
0.0 -1.4 0.5
0.7 0.4 1.9
0.0 -0.6 -2.2
-1.5 1.2 -0.5
1.3 0.4 -4.5
-0.1 -0.3 1.8
-1.3 0.3 -1.0
0.2 -0.6 -0.2
-0.6 0.0 1.4
1.3 0.7 0.1
-0.4 -1.6 -0.5
0.3 0.0 -0.1
-0.1 1.7 2.6
0.2 -0.2 0.5


No. 2
This record from the OMol25 dataset describes a cluster of 2 separate species, C5H8N in total. The level of theory is the ωB97M-V functional and the def2-TZVPD basis.

For the HOMO energy (spin up / spin down), the calculation gives -13.85 / -13.57 eV. The calculation puts the orbital gap (spin up / spin down) at 8.0 / 7.6 eV. As for the net charge: +1. Its largest force on an atom is 0.085 Eh/bohr. The value obtained for the LUMO energy (spin up / spin down) is -5.807 / -5.959 eV.

CARTESIAN COORDINATES (ANGSTROEM)
C: 2.1785 -1.2872 2.1464
C: 1.4785 -0.4482 1.6134
C: 0.4922 0.6198 -1.2544
C: -0.3241 -0.6895 -1.3184
C: -0.2474 0.2069 -0.1198
N: -1.4793 0.7718 0.4433
H: 2.6025 -1.9034 2.9387
H: 1.5401 0.4965 -1.2605
H: 0.4277 1.6884 -1.5429
H: -1.2291 -0.6593 -1.9331
H: 0.0912 -1.6425 -1.4978
H: -2.3245 0.6142 -0.1724
H: -1.3526 1.7701 0.6119
H: -1.8537 0.4624 1.3457

Force components x, y, z for each atom (eV/Å):
-0.6 0.0 0.8
-1.9 0.2 -1.7
0.5 2.0 -0.3
-1.4 2.0 -0.5
1.4 -3.5 2.2
-1.1 0.9 -0.3
0.1 0.4 -0.8
1.1 -0.7 0.5
-1.1 -0.8 -1.0
-0.3 0.3 0.6
1.3 -0.6 0.5
1.1 0.4 0.1
-0.1 0.4 -0.3
0.9 -0.9 0.3


No. 3
This record from the OMol25 dataset describes a structure of composition C5H8N. The level of theory is the ωB97M-V functional and the def2-TZVPD basis.

For the HOMO energy (spin up / spin down), the calculation gives -13.30 / -17.23 eV. The calculation puts the orbital gap (spin up / spin down) at 8.7 / 8.8 eV. As for the net charge: +1. Its largest force on an atom is 0.081 Eh/bohr. The value obtained for the LUMO energy (spin up / spin down) is -4.556 / -8.426 eV. The spin multiplicity is 3.

CARTESIAN COORDINATES (ANGSTROEM)
C: 0.6948 -1.2862 -0.0800
C: 0.2275 1.0170 -0.0339
C: 1.6909 0.9816 0.0435
C: -0.3493 -0.2867 0.0686
C: -1.7872 -0.6528 0.1222
N: 1.8715 -0.9277 0.1300
H: 0.5832 -2.4054 -0.1766
H: -0.3918 1.6788 0.5872
H: -0.2592 1.3390 -1.0914
H: 2.1427 1.1213 -0.9583
H: 2.1867 1.5298 0.8470
H: -1.9508 -1.6622 -0.2506
H: -2.4014 0.1375 -0.4194
H: -2.2574 -0.5840 1.2116

Force components x, y, z for each atom (eV/Å):
-1.9 -2.4 0.7
-3.2 1.9 -1.8
1.1 0.0 -1.5
0.4 -3.5 -0.1
-1.4 1.6 1.4
0.6 3.8 0.0
-0.4 1.1 -0.1
1.0 0.3 0.5
1.7 -0.3 1.6
0.2 -0.3 0.9
0.1 -0.8 0.1
-0.2 0.2 -0.1
0.7 -1.2 0.3
1.3 -0.3 -1.9


No. 4
This record from the OMol25 dataset describes the molecule C5H8N2. The level of theory is the ωB97M-V functional and the def2-TZVPD basis.

For the HOMO energy, the calculation gives -8.60 eV. The calculation puts the orbital gap at 9.7 eV. As for the net charge: 0. Its largest force on an atom is 0.080 Eh/bohr. The structure (SMILES) is C1=NN[C@@H]2C[C@H]2C1. The value obtained for the LUMO energy is 1.081 eV.

CARTESIAN COORDINATES (ANGSTROEM)
C: 0.4248 -1.2648 -0.8206
N: -0.8355 -1.2014 -0.8199
N: -1.3977 -0.0727 -0.2991
C: -0.5492 0.3478 0.6945
C: 0.0447 1.7009 1.0898
C: 0.7586 0.8416 0.1438
C: 1.5302 -0.3751 -0.1909
H: 0.8826 -2.2806 -1.1159
H: -2.4506 -0.2362 -0.0639
H: -0.4983 -0.3439 1.5905
H: -0.4974 2.5719 0.7395
H: 0.3096 1.6450 2.0926
H: 0.4008 1.2749 -0.7484
H: 2.3972 -0.3747 -0.9468
H: 1.8339 -0.8411 0.7858

Force components x, y, z for each atom (eV/Å):
2.7 -3.1 0.3
-0.2 -0.6 -1.2
-3.9 0.3 -0.1
0.5 1.2 3.5
-1.3 -0.4 0.2
-1.2 0.0 -1.6
1.0 -1.1 0.4
-1.1 1.6 -0.2
2.8 0.2 -0.5
0.3 0.5 -1.1
0.7 0.2 0.0
0.3 0.5 1.8
0.2 0.3 -1.7
-1.1 0.5 1.4
0.2 -0.1 -1.1